This record from OMol25 describes a cluster of 11 separate species, C14H50O14 in total. The level of theory is ωB97M-V/def2-TZVPD.

energy above the lowest of the compared OMol25 structures with the same formula, charge and spin: 287.8 kJ/mol
SMILES string: OCCO.OCCO.OCCO.CO.CO.CO.CO.CO.CO.CO.CO
total charge: 0
molecular weight: 442.540 Da
electronic energy: -1616.4820 Eh
LUMO energy: 0.3 eV

The geometry in XYZ format:
```
78
Properties=species:S:1:pos:R:3:forces:R:3:mulliken_charge:R:1
H -0.29702 -0.03404 3.89816 -0.1 0.1 -0.4 0.142
H -4.51228 -3.66778 2.16925 -0.1 -0.1 0.1 0.308
H -2.01787 1.20546 -0.72388 -0.4 -0.2 -0.2 0.045
C -0.26107 0.41761 -0.93875 1.1 -0.7 -0.7 0.150
O 0.11869 -1.09854 -4.51320 -0.8 -0.9 1.2 -0.509
H 1.41775 -0.46767 3.65684 -0.1 0.0 -0.4 0.005
H -5.81040 1.29722 -0.41155 0.4 -0.7 0.5 0.259
H 5.06574 1.85059 2.38000 0.4 0.1 0.5 0.370
H 0.85796 -0.49475 -4.61579 0.3 -0.3 0.3 0.291
H -4.42218 2.03772 -2.57947 1.2 0.1 1.2 0.396
H -1.87631 2.28382 2.43842 -0.2 0.8 0.0 0.234
C 4.38938 0.61510 1.17663 0.3 0.8 -1.1 -0.378
H 3.16587 3.99919 -2.19373 0.2 -0.4 -0.6 0.346
H -3.03944 -2.30182 1.12203 -0.4 -0.4 -0.4 0.057
C 3.84663 -0.37339 -2.60939 1.0 1.7 0.9 -0.159
H 1.27521 -5.90870 3.56412 -0.2 0.0 0.3 0.289
C 1.17908 -4.74527 2.07544 0.6 -0.6 -0.4 -0.244
H -4.76039 0.53466 -3.20123 -0.6 -0.1 -0.2 0.359
H -3.07543 1.09947 2.67597 -0.1 -0.3 0.0 0.203
C -2.71227 -3.01538 1.87826 0.5 0.1 0.5 -0.055
O 0.90507 -1.50581 0.09502 -0.8 0.6 -0.6 -0.530
C 0.07678 -0.35483 0.34363 -0.3 0.0 0.4 0.576
C 2.99954 3.20254 -1.46863 -1.6 1.6 -0.3 -0.517
C 0.48717 -0.74784 4.15043 0.1 0.7 -0.3 0.007
H -0.93386 3.58819 -3.29153 -0.7 -0.2 -0.3 0.264
O -0.65489 4.01861 -1.33121 0.1 0.6 0.3 -0.583
H 0.82434 -2.31115 -2.76507 0.0 1.2 0.2 0.107
H -2.15393 -3.86936 1.49474 0.4 0.4 -0.5 0.253
H 3.04458 0.16627 -2.10580 -0.4 -0.5 -0.2 -0.350
O 3.24920 -1.25581 2.00187 -1.2 -1.1 1.2 -0.493
H 4.67896 -0.23192 -1.91995 0.2 -0.2 0.3 0.399
H -2.08703 -2.38084 2.50639 0.3 -0.3 0.2 -0.017
H -0.86954 -0.62097 0.81453 -0.2 -0.5 0.1 -0.131
H -1.09058 5.27672 -2.85646 0.5 0.1 -0.1 0.291
H 1.02667 0.21063 5.69343 0.0 0.0 0.3 0.313
H 4.98992 -1.39047 0.96067 0.2 -0.2 -0.3 0.360
C -5.98916 1.03621 -1.45463 1.4 3.4 -0.7 -0.518
H 0.17908 -1.72279 3.77274 0.1 -0.2 0.6 0.105
H 0.57845 0.27256 1.08039 0.1 0.4 -0.2 0.224
H -0.79036 3.08113 -1.17501 0.1 -0.4 0.5 0.511
O 0.69130 -0.67734 5.54973 0.0 -0.5 0.2 -0.560
H -6.48380 1.95437 -1.77149 -0.1 0.3 -0.4 0.402
H 2.68304 2.27034 -1.93654 0.8 -0.1 -0.1 0.056
C -1.32203 4.26323 -2.52881 0.5 1.3 -0.5 -0.683
H 3.51150 -0.90249 0.05829 0.2 -0.2 -0.1 0.047
H -2.40372 4.36805 -2.44468 -0.4 -0.9 0.0 0.240
C 0.46783 -2.31634 -3.79510 0.8 -0.2 -1.1 -0.512
O -3.72371 -3.54797 2.70349 -0.7 0.3 0.1 -0.543
H 3.47306 1.20378 1.22043 -0.2 0.0 -0.1 0.283
C -4.64012 1.02648 -2.23596 -2.0 -1.9 -0.2 -0.496
H 2.26381 -4.84445 2.03519 0.2 0.6 -0.5 0.349
C -2.95658 2.14559 2.39381 -0.3 -0.9 0.2 -0.418
H 4.47874 3.90623 -0.32284 -0.5 0.2 -0.4 0.272
H -0.65762 -0.22232 -1.72699 -0.2 -0.4 0.2 0.352
O -6.82585 -0.00776 -1.67045 -0.8 -2.1 -0.2 -0.516
H 0.84181 -3.74107 1.81868 0.0 -0.1 0.1 -0.146
H -7.72991 0.31496 -1.68208 0.0 -0.2 0.0 0.332
O 5.17738 0.89892 2.32119 -0.2 -0.2 0.0 -0.560
H -0.34406 -3.04231 -3.75145 -0.5 0.6 -0.5 0.279
H -3.98441 -0.70654 -1.67417 0.0 0.0 0.0 0.240
H -4.58033 2.56879 3.29859 -0.1 0.2 0.2 0.301
O -3.70284 2.95815 3.29550 0.5 0.0 -0.2 -0.546
O -1.11847 1.53451 -0.79033 0.5 -0.6 0.7 -0.281
H 0.78533 -5.48944 1.38315 -0.2 0.2 -0.5 0.312
H 4.91875 0.90571 0.26921 0.1 0.4 -0.1 0.275
H 3.69303 -1.45183 -2.64787 -0.3 0.1 -0.9 0.359
H 0.69848 0.72754 -1.35264 0.0 0.6 0.0 -0.537
H 1.25624 -2.79982 -4.37196 0.1 -0.2 0.0 0.347
H 2.09375 3.55212 -0.97322 -0.2 0.0 0.5 0.326
H -3.33657 2.23351 1.37598 0.3 0.2 -0.2 0.220
O 0.80433 -5.09406 3.37374 -0.5 0.0 1.0 -0.518
O 4.16920 0.42312 -3.77168 -0.5 -1.2 0.2 -0.545
O -3.69181 0.19939 -1.55060 0.8 1.2 0.3 -0.445
O 4.07075 3.08348 -0.60253 1.2 -1.2 0.9 -0.454
C 4.06728 -0.81092 0.99146 0.6 0.2 -0.4 -0.212
H 5.10269 0.27674 -3.94134 0.0 0.1 -0.2 0.316
H 1.48545 -1.62489 0.85039 0.2 0.1 0.3 -0.057
H 3.76637 -1.23007 2.81025 -0.2 0.0 0.3 0.339
```
Forces are in eV/Å.

=====

This record from OMol25 describes a cluster of 2 separate species, CH8N2S in total. The level of theory is ωB97M-V/def2-TZVPD.

energy above the lowest of the compared OMol25 structures with the same formula, charge and spin: 34.8 kJ/mol
SMILES string: NCN.S
total charge: 0
molecular weight: 80.156 Da
electronic energy: -550.5663 Eh
LUMO energy: 0.9 eV

The geometry in XYZ format:
```
12
Properties=species:S:1:pos:R:3:forces:R:3:mulliken_charge:R:1
H 0.71431 3.00540 -2.07440 0.0 0.0 0.3 0.145
N 0.86245 -1.07633 -0.21652 -0.9 1.4 0.5 -0.572
C -0.30776 -1.25816 0.67691 -0.3 -0.8 0.7 -0.427
H -0.85534 0.69250 1.35935 0.6 -0.4 0.1 0.209
H -0.94830 -2.04253 0.27609 -0.2 -0.2 0.0 0.319
H -1.83922 0.13692 0.22318 0.2 -0.5 -0.3 0.212
H -0.00300 -1.60540 1.66903 0.5 -0.1 -0.2 0.346
S 0.59001 3.01747 -0.73063 0.5 -0.8 -0.2 -0.324
H 1.24296 -1.96010 -0.51638 -0.1 -0.2 -0.1 0.228
H 0.43664 -0.58981 -1.00236 0.6 -0.2 -0.4 0.205
H 1.29774 1.84335 -0.60100 -0.5 0.7 0.0 0.155
N -1.19049 -0.16331 0.93670 -0.4 1.0 -0.2 -0.496
```
Forces are in eV/Å.

=====

This record from OMol25 describes an isolated molecule of C5H14N2S. The level of theory is ωB97M-V/def2-TZVPD.

energy above the lowest of the compared OMol25 structures with the same formula, charge and spin: 35.9 kJ/mol
SMILES string: CCNC[C@@H](N)CS
total charge: 0
molecular weight: 134.248 Da
electronic energy: -706.5765 Eh
LUMO energy: 0.9 eV

The geometry in XYZ format:
```
22
Properties=species:S:1:pos:R:3:forces:R:3:mulliken_charge:R:1
H -0.80373 0.52101 -1.96390 -0.7 0.3 0.1 0.382
H -1.27441 -1.92711 -2.12114 0.1 0.1 -0.1 0.434
H 1.55442 0.25748 -1.60970 -0.3 0.4 0.2 0.264
N 0.88891 -0.49969 -1.58381 0.2 -0.9 -0.2 -0.671
C -0.46616 0.47736 0.21114 -1.3 1.0 0.4 -0.839
S -0.95275 -2.65755 0.10975 0.0 0.1 0.5 -0.205
H 2.75124 2.81751 2.09504 0.2 0.2 -0.2 0.283
C 1.92342 3.11813 1.45497 -0.1 0.0 0.1 -1.129
C 0.78444 2.09886 1.59419 -0.1 0.5 -0.4 -0.318
H -1.51354 0.58328 0.56673 -0.1 0.1 -0.2 0.220
C -0.47159 -0.14530 -1.17795 2.1 -0.7 0.5 0.253
H 1.62196 4.13273 1.72372 -0.1 -0.1 0.3 0.302
H -0.05302 -0.20100 0.95751 0.4 -0.3 -0.3 0.317
N 0.27698 1.70185 0.30279 1.0 -0.6 0.0 -0.129
H 1.23414 -1.17149 -0.90385 0.2 0.0 -0.1 0.232
H 2.23480 3.21002 0.41529 0.3 -0.4 0.0 0.331
H -0.40308 -3.62293 -0.63136 0.0 0.1 -0.2 0.126
C -1.30244 -1.41968 -1.16094 -0.9 0.5 -0.7 -1.042
H 0.02468 2.56006 2.19763 -0.8 0.4 0.5 0.282
H -2.32667 -1.06161 -1.02368 -0.1 -0.5 0.2 0.369
H 1.05160 1.21552 2.17423 0.4 -0.2 -0.3 0.325
H 0.11341 2.46124 -0.33368 -0.4 -0.1 -0.1 0.213
```
Forces are in eV/Å.

=====

This record from OMol25 describes a cluster of 4 separate species, C18H36Cl6N3O2 in total. The level of theory is ωB97M-V/def2-TZVPD.

total charge: +1
molecular weight: 539.223 Da
electronic energy: -3783.1367 Eh
LUMO energy: -3.5 eV

The geometry in XYZ format:
```
65
Properties=species:S:1:pos:R:3:forces:R:3:mulliken_charge:R:1
H 1.00792 -1.04305 -3.15625 0.0 0.0 0.0 0.126
C -2.86733 3.07674 1.41555 0.1 0.4 0.2 -0.876
C 0.64105 1.51861 1.02183 0.1 -0.1 -0.1 -0.884
H -5.60610 0.86607 -1.40026 0.0 0.0 0.1 0.385
C -3.33259 1.91095 2.29754 0.1 -0.1 -0.1 -0.988
H -1.14111 3.98458 0.54889 0.2 0.0 0.1 0.407
N -5.15382 0.16865 2.22975 0.2 -1.2 -0.4 -0.233
C 6.85504 -0.61223 3.64867 0.1 0.0 0.0 -0.459
Cl 5.56850 0.20368 2.71829 0.0 0.0 0.0 -0.125
H 2.31289 -0.67039 2.95467 0.0 -0.1 0.0 0.331
C -6.16088 -0.04950 1.38152 0.0 0.5 0.0 0.397
H -5.00191 -0.57069 2.90700 0.0 0.1 0.1 0.306
H 3.62600 -1.61249 -6.44360 0.0 0.0 0.0 0.283
H 7.61116 -2.57354 4.03318 0.0 0.0 0.0 0.350
H 6.69556 -2.44292 2.52481 0.0 0.0 0.0 0.327
H -2.48248 1.62812 2.92682 -0.1 0.0 0.0 0.305
Cl -0.91305 1.09268 -2.90974 -0.1 -0.1 -0.2 -0.187
H -3.44220 3.16068 0.48987 0.0 -0.1 0.0 0.382
C 0.23672 -1.17252 -3.91251 0.1 -0.1 0.0 -0.371
H -1.82924 -0.62744 -4.23855 0.0 0.1 0.0 0.476
H -1.37488 0.95764 0.66006 -0.1 0.0 -0.2 0.114
H 7.80588 -0.29022 3.22850 0.0 0.0 0.0 0.303
H 0.57402 0.97315 1.96907 0.0 0.1 0.0 0.232
C -1.35346 3.09770 1.14788 -0.4 -0.3 0.2 -1.173
C 6.74753 -2.11202 3.55864 0.1 0.0 0.0 -0.502
H 1.69178 -2.33484 2.68851 0.1 -0.1 -0.1 0.363
H -0.63485 2.01206 -0.58609 -0.5 -0.1 0.1 -0.226
H -5.28862 2.35915 -0.55478 -0.1 0.0 0.2 0.415
C -5.36276 1.28115 -0.42155 0.2 -0.1 -0.3 -0.872
H 0.72108 -0.06077 -0.45953 0.0 0.1 -0.1 0.327
O 1.98880 -2.13568 0.09050 -0.3 0.0 0.0 -0.577
C 4.78400 -2.48782 -4.85030 0.0 0.0 0.1 -0.366
H -4.10586 2.24682 2.99054 0.0 0.0 -0.1 0.486
Cl 5.72731 -0.55560 -6.54002 0.0 0.0 0.0 -0.189
Cl 5.29832 -2.73092 4.39952 0.0 0.0 0.0 -0.191
C -3.84691 0.63279 1.59000 -0.1 0.7 0.2 0.266
H -3.22114 1.17959 -0.43458 0.1 -0.1 0.1 0.275
C -1.08078 -0.60398 -3.45120 0.0 -0.1 0.0 -0.437
C -0.76364 1.84546 0.48396 0.8 0.5 0.4 0.754
C 4.35506 -1.31585 -5.69463 0.0 0.0 0.0 -0.291
H -0.87509 3.22960 2.12458 0.0 0.1 -0.1 0.425
H 6.78965 -0.27029 4.67790 0.0 0.0 0.0 0.322
H -4.01716 -0.36892 -0.28179 0.1 0.0 0.0 0.465
H -6.59550 -1.97369 1.85667 -0.1 0.0 -0.1 0.234
N -6.84560 -1.16584 1.30599 0.1 0.1 0.2 -0.331
H 3.93841 -2.83809 -4.25989 0.0 0.0 0.0 0.212
H -1.44096 -1.17915 -2.59921 0.0 0.0 0.0 0.239
H 1.20332 2.43645 1.21106 0.0 0.0 0.1 0.316
H -3.07810 3.99954 1.96458 -0.1 -0.1 -0.1 0.364
H -3.16086 -0.18829 1.80165 0.0 0.0 0.0 0.500
H 5.59238 -2.21492 -4.17723 0.0 0.0 0.0 0.344
H 3.91116 -0.55281 -5.05793 0.0 0.0 0.0 0.192
C 2.41658 -1.58639 2.37378 0.3 0.3 0.1 -0.786
H -6.60558 1.81462 1.09993 -0.1 0.0 0.0 0.337
Cl 0.80673 -0.40348 -5.41270 0.0 0.0 0.0 -0.191
Cl 5.33568 -3.86502 -5.83700 0.0 0.0 0.0 -0.186
C 2.26942 -1.30506 0.91034 0.1 -0.3 -0.2 0.798
H 0.12177 -2.23565 -4.11664 0.0 0.0 0.0 0.381
H 1.78629 1.31696 -0.79792 -0.1 0.0 0.0 0.339
C 1.38914 0.67904 -0.00701 0.2 -0.2 -0.2 -0.533
O 2.51847 -0.01082 0.55087 -0.2 0.3 0.5 -0.345
N -6.49952 0.99235 0.51111 0.3 0.0 0.0 -0.436
C -4.04153 0.67012 0.06612 -0.4 -0.2 -0.1 -0.595
H 3.42878 -1.95241 2.56402 -0.1 -0.1 0.0 -0.020
H -7.63286 -1.22161 0.67670 -0.1 0.1 0.1 0.289
```
Forces are in eV/Å.

=====

This record from OMol25 describes a cluster of 2 separate species, C2H5OS in total. The level of theory is ωB97M-V/def2-TZVPD.

energy above the lowest of the compared OMol25 structures with the same formula, charge and spin: 47.6 kJ/mol
<S²>: 0.753
total charge: 0
molecular weight: 77.128 Da
electronic energy: -552.5364 Eh
spin multiplicity: 2
LUMO energy (spin up / spin down): 0.6 / -2.9 eV

The geometry in XYZ format:
```
9
Properties=species:S:1:pos:R:3:forces:R:3:mulliken_charge:R:1
S -2.24678 -0.15202 -0.92856 -1.4 -0.2 0.9 -0.199
H 0.11925 -1.02653 0.36878 -0.6 -1.3 0.3 0.303
H 0.66126 -0.57920 -1.15784 0.1 0.2 -0.6 0.295
C 0.68106 0.85432 0.46028 4.0 1.2 -0.5 0.394
H -0.39527 1.17526 0.52311 0.9 0.3 0.3 0.156
H -3.31433 -0.26952 -0.01054 1.2 0.1 -1.0 0.185
O 1.70258 1.51012 0.73818 -3.2 -0.5 0.0 -0.483
H 1.87824 -1.01241 0.12154 -0.7 1.0 -0.2 0.272
C 0.91398 -0.50001 -0.11496 -0.3 -0.8 0.8 -0.924
```
Forces are in eV/Å.

=====

This record from OMol25 describes an isolated molecule of C5H6N2O2. The level of theory is ωB97M-V/def2-TZVPD.

energy above the lowest of the compared OMol25 structures with the same formula, charge and spin: 363.5 kJ/mol
SMILES string: CC(=O)Nc1ncco1
total charge: 0
molecular weight: 126.115 Da
electronic energy: -453.9958 Eh
LUMO energy: 0.8 eV

The geometry in XYZ format:
```
15
Properties=species:S:1:pos:R:3:forces:R:3:mulliken_charge:R:1
C -1.97258 -0.42270 -0.09142 1.1 4.2 1.9 0.702
H 3.64036 -1.03921 0.60954 -3.5 1.2 -2.0 0.254
H -0.89646 -1.82272 -0.54269 -1.7 -16.0 -8.0 0.069
C -1.97374 1.10403 0.35870 8.3 -6.6 3.2 -1.102
N -0.79824 -1.11273 -0.16805 3.5 16.0 8.1 -0.079
H -1.62510 1.55478 -0.46046 2.2 2.3 -2.7 0.322
O 1.48352 -1.35218 0.22917 -0.9 -0.8 0.7 -0.355
H -2.84487 1.42199 0.51036 -7.2 2.1 1.9 0.445
H 3.01630 1.39610 -0.60808 -1.5 -0.2 0.2 0.320
O -2.97969 -0.95981 -0.32580 -3.5 -2.3 -1.1 -0.546
C 2.56759 -0.59913 0.10326 5.0 0.2 1.3 -0.067
C 2.22525 0.64759 -0.37212 2.4 -1.9 1.2 -0.232
N 0.87391 0.63233 -0.46756 -1.5 1.3 -1.0 -0.426
C 0.47725 -0.53289 -0.11475 -0.4 -0.5 -0.6 0.446
H -1.19350 1.08455 1.33988 -2.3 0.8 -2.8 0.249
```
Forces are in eV/Å.